DFT (wB97M-V/def2-TZVPD) results for a molecular structure, C25H61Br3ClN6O18P2 in a non-equilibrium geometry.

- Energy: -11536.79540 Eh
- E_HOMO: -5.937 eV
- Maximum force: 2.7 eV/A
- Energy above the lowest of the compared OMol25 structures with the same formula, charge and spin: 267.6 kJ/mol
- Net charge: -1
- LUMO energy: 1.8 eV

Last column: Löwdin charge in e.
Geometry (Å):
Cl: 1.452 -9.591 3.514  0.668
O: 1.744 -9.858 4.904  -0.361
O: 2.661 -9.227 2.872  -0.310
O: 0.985 -10.835 2.944  -0.433
O: 0.468 -8.553 3.341  -0.360
C: -1.642 -5.392 3.039  -1.552
Br: -3.371 -6.217 3.353  0.560
Br: -0.884 -4.373 4.553  0.541
Br: -1.807 -4.132 1.561  0.528
H: -0.968 -6.181 2.726  -0.053
O: -2.978 -12.722 0.375  -0.304
P: -2.240 -12.698 1.660  0.537
N: -2.697 -11.482 2.719  -0.298
C: -2.184 -10.127 2.644  -0.104
C: -3.957 -11.624 3.426  -0.128
N: -0.605 -12.465 1.436  -0.261
C: -0.091 -11.521 0.439  -0.104
C: 0.435 -12.915 2.361  -0.172
N: -2.345 -14.171 2.508  -0.283
C: -1.963 -14.239 3.916  -0.149
C: -2.127 -15.423 1.807  -0.112
H: -1.172 -10.115 2.251  0.043
H: -2.209 -9.605 3.603  0.077
H: -2.851 -9.534 2.006  0.081
H: -3.947 -11.076 4.368  0.081
H: -4.190 -12.679 3.592  0.065
H: -4.816 -11.296 2.823  0.081
H: -0.943 -11.161 -0.131  0.078
H: 0.502 -10.728 0.908  0.060
H: 0.678 -12.027 -0.156  0.085
H: 0.188 -12.750 3.413  0.050
H: 0.516 -14.007 2.291  0.086
H: 1.422 -12.489 2.206  0.096
H: -2.681 -14.806 4.520  0.094
H: -0.961 -14.637 4.090  0.015
H: -1.979 -13.291 4.462  0.091
H: -2.973 -15.586 1.137  0.078
H: -2.006 -16.273 2.475  0.080
H: -1.211 -15.351 1.206  0.077
O: 3.647 -13.461 7.517  -0.270
P: 2.225 -13.813 7.562  0.528
N: 1.434 -13.925 6.101  -0.263
C: 0.282 -14.804 5.880  -0.095
C: 2.068 -13.378 4.862  -0.053
N: 1.297 -12.654 8.366  -0.308
C: -0.086 -12.903 8.730  -0.123
C: 1.669 -11.260 8.239  -0.106
N: 1.985 -15.289 8.348  -0.295
C: 1.715 -15.273 9.804  -0.111
C: 2.663 -16.471 7.835  -0.114
H: 0.635 -15.841 5.821  0.074
H: -0.210 -14.581 4.937  0.000
H: -0.391 -14.708 6.729  0.073
H: 2.972 -13.938 4.621  0.089
H: 2.370 -12.364 5.122  0.063
H: 1.347 -13.340 4.053  0.012
H: -0.388 -12.366 9.629  0.085
H: -0.723 -12.712 7.858  0.081
H: -0.231 -13.962 8.951  0.049
H: 1.283 -10.647 9.059  0.084
H: 2.745 -11.106 8.320  0.066
H: 1.317 -10.824 7.297  0.078
H: 2.385 -15.980 10.294  0.074
H: 1.932 -14.274 10.176  0.075
H: 0.685 -15.561 10.017  0.068
H: 2.634 -17.288 8.550  0.076
H: 3.731 -16.283 7.663  0.078
H: 2.291 -16.745 6.846  0.062
C: 2.773 -6.105 4.733  -0.024
O: 3.281 -5.171 3.764  0.005
C: 4.096 -5.600 2.835  -0.618
O: 4.454 -6.722 2.643  0.146
O: 4.478 -4.487 2.133  -0.009
C: 5.538 -4.649 1.220  -0.065
H: 3.599 -6.772 4.955  0.084
H: 1.862 -6.601 4.394  0.074
H: 2.383 -5.548 5.584  0.088
H: 5.978 -5.641 1.310  0.099
H: 6.276 -3.853 1.350  0.088
H: 5.176 -4.495 0.200  0.068
C: 4.293 -5.347 -2.769  -0.029
O: 3.111 -5.482 -1.987  0.005
C: 3.082 -6.151 -0.869  -0.625
O: 3.973 -6.785 -0.363  0.138
O: 1.856 -6.043 -0.337  0.000
C: 1.453 -6.904 0.726  -0.025
H: 5.067 -4.847 -2.197  0.088
H: 3.920 -4.809 -3.640  0.092
H: 4.613 -6.294 -3.209  0.097
H: 0.375 -6.760 0.770  0.081
H: 1.946 -6.640 1.659  0.079
H: 1.648 -7.966 0.573  0.098
C: 5.083 -11.181 5.726  -0.036
O: 6.087 -10.185 5.924  -0.037
C: 6.448 -9.447 4.873  -0.638
O: 5.915 -9.459 3.809  0.158
O: 7.514 -8.692 5.092  0.009
C: 8.058 -8.590 6.414  -0.038
H: 4.656 -11.412 6.698  0.065
H: 5.605 -12.103 5.455  0.102
H: 4.355 -10.934 4.956  0.086
H: 7.263 -8.387 7.129  0.085
H: 8.692 -7.705 6.429  0.089
H: 8.668 -9.460 6.642  0.093
C: 4.675 -7.087 11.694  -0.030
O: 4.195 -7.982 10.676  -0.011
C: 4.366 -7.590 9.418  -0.640
O: 5.019 -6.629 9.110  0.114
O: 3.661 -8.383 8.640  0.010
C: 3.735 -8.219 7.210  0.007
H: 4.656 -7.622 12.638  0.088
H: 4.004 -6.233 11.709  0.098
H: 5.701 -6.844 11.425  0.091
H: 2.892 -7.619 6.882  0.088
H: 3.681 -9.230 6.819  0.072
H: 4.702 -7.765 6.998  0.094